1.
Formula: C38H27F5N2O5S2
Source: the Open Molecules 2025 dataset
Level of theory: wB97M-V/def2-TZVPD

Results
Kohn-Sham gap	4.134	eV
ΔE to the lowest compared entry with this formula, charge and spin	0.095	eV

```
! RIJCOSX wB97M-V def2-TZVPD def2/J DEFGRID3
* xyz 0 1
S 2.831 -4.838 -2.599
S 0.975 -3.644 -0.570
F -1.911 2.681 1.411
F 2.100 3.211 3.915
F 1.264 1.275 5.667
F 0.520 3.954 1.796
F -1.188 0.067 5.279
O 4.134 -4.578 -3.171
O -0.260 -4.117 -1.162
O -2.292 -2.686 3.442
O 0.949 -2.396 0.192
O 2.695 -5.932 -1.659
N -4.444 -0.677 2.996
N -2.852 0.792 3.172
C 2.090 -2.153 -2.590
C 1.492 -4.927 0.560
C 0.091 3.010 2.663
C 2.139 -3.368 -1.829
C -1.569 1.405 3.365
C -0.764 1.041 4.439
C 2.072 -4.973 -5.280
C 1.768 -0.082 -4.507
C 2.089 -0.475 2.166
C 0.241 -2.114 2.265
C -0.267 -6.404 -4.720
C 0.596 -6.045 -3.683
C 1.206 -5.326 -6.316
C 4.130 -0.789 3.424
C -3.098 -0.512 2.958
C 1.575 -1.670 2.689
C 0.024 -6.020 -6.033
C 3.374 -0.059 2.505
C 0.471 1.648 4.639
C -4.057 1.477 3.260
C 0.903 -0.169 -3.407
C 1.075 -1.159 -2.445
C 1.746 -5.307 -3.962
C -2.074 -1.581 2.904
C -5.046 0.562 3.156
C 0.631 -6.011 0.746
C 3.054 -1.925 -3.618
C 3.129 -5.959 1.998
C 2.311 -7.090 2.110
C -5.205 -1.910 2.868
C 2.722 -4.875 1.218
C 2.339 -2.408 3.607
C -1.141 2.389 2.487
C 2.861 -0.957 -4.593
C -0.811 -1.241 2.252
C 3.607 -1.960 3.979
C 0.893 2.633 3.742
C 1.056 -7.109 1.493
H -6.114 0.669 3.203
H 5.130 -0.447 3.691
H -0.349 -5.995 0.274
H 4.191 -2.532 4.701
H 1.924 -3.340 4.003
H 0.371 -6.334 -2.659
H -0.726 -0.258 1.786
H 0.406 -1.184 -1.588
H 1.613 0.679 -5.273
H -1.162 -6.982 -4.484
H 0.398 -7.977 1.569
H -4.525 -2.762 2.920
H -5.757 -1.918 1.917
H -0.676 -6.258 -6.835
H 3.347 -3.987 1.116
H 1.492 0.069 1.431
H 3.953 -2.534 -3.635
H -5.935 -1.965 3.686
H 0.080 0.537 -3.289
H 2.655 -7.961 2.674
H -4.091 2.535 3.433
H 0.033 -3.181 2.233
H 3.772 0.836 2.029
H 4.099 -5.927 2.503
H 2.997 -4.438 -5.486
H 1.461 -5.056 -7.343
H 3.577 -0.893 -5.415
*
```

Mulliken atomic charge list, values in e, 2 entries:
1. S 1.11
2. S 1.43

2.
Formula: C38H27NO11
Source: the Open Molecules 2025 dataset
Level of theory: wB97M-V/def2-TZVPD

Results
Kohn-Sham gap	8.699	eV
structure (SMILES)	CCOC(=O)CCCC1=C(ON=O)C(=O)OC1=O.O=C1c2ccccc2C(=O)c2ccccc21.O=C1c2ccccc2C(=O)c2ccccc21

```
! RIJCOSX wB97M-V def2-TZVPD def2/J DEFGRID3
* xyz 0 1
O 2.378 -2.000 -3.654
O -0.144 -4.059 -2.342
O -5.145 -0.242 -2.790
O -4.598 -4.305 -2.204
O -2.330 -4.551 -2.153
O 10.256 1.150 4.085
O 6.835 -0.196 0.198
O -8.835 1.970 -2.235
O -4.015 -1.505 -1.472
O -9.969 2.170 2.989
O 3.614 -2.581 -1.854
N -4.794 -1.331 -2.688
C -1.006 -1.085 -1.370
C -1.254 -3.682 -2.083
C 2.516 -2.087 -2.459
C -6.297 0.557 1.821
C 10.588 -2.037 0.260
C 6.044 1.822 1.964
C 7.798 2.480 4.019
C 5.889 -3.264 -2.172
C 7.623 0.129 1.063
C -8.412 1.577 1.326
C 5.698 2.790 2.890
C -1.763 -2.316 -1.700
C 11.134 -0.708 2.189
C -6.022 0.461 0.459
C -11.215 3.232 -1.485
C 4.852 -2.158 -2.422
C -12.706 3.833 0.304
C 0.304 -0.907 -2.162
C -10.642 2.710 0.798
C -6.934 0.932 -0.470
C -11.832 3.284 1.227
C -10.337 2.674 -0.564
C -7.491 1.107 2.253
C 1.427 -1.688 -1.498
C -3.506 -3.849 -2.057
C 6.572 3.114 3.922
C -3.067 -2.458 -1.722
C 9.329 -1.465 0.214
C 7.272 1.178 2.059
C 9.870 -0.135 2.150
C -8.126 1.501 -0.039
C 9.493 0.867 3.186
C -9.699 2.152 1.806
C 8.156 1.516 3.085
C 8.968 -0.505 1.151
C -12.393 3.814 -1.051
C -9.079 2.040 -1.048
C 11.494 -1.653 1.244
H 1.851 -1.101 -0.690
H -0.727 -1.165 -0.321
H 10.869 -2.782 -0.473
H 6.296 3.867 4.649
H 4.795 -2.010 -3.491
H -10.971 3.212 -2.538
H 5.231 -1.246 -1.971
H 1.059 -2.593 -1.032
H -1.660 -0.228 -1.454
H 8.625 -1.758 -0.552
H 8.482 2.732 4.818
H -5.093 0.023 0.127
H 0.552 0.144 -2.100
H 6.738 -2.900 -1.612
H -12.070 3.301 2.281
H -6.725 0.868 -1.524
H -13.631 4.283 0.640
H 5.365 1.565 1.163
H 12.482 -2.093 1.272
H -5.578 0.198 2.544
H 6.247 -3.630 -3.128
H 5.420 -4.107 -1.690
H 0.144 -1.188 -3.192
H -13.074 4.252 -1.770
H -7.709 1.178 3.309
H 4.744 3.293 2.811
H 11.834 -0.411 2.958
*
```

Mulliken atomic charge list, values in e, 2 entries:
1. O -0.58
2. O -0.47

3.
Formula: C38H29AsBr2F12MnN2O3
Source: the Open Molecules 2025 dataset
Level of theory: wB97M-V/def2-TZVPD

Results
Kohn-Sham gap (alpha / beta)	5.125 / 5.018	eV

```
! RIJCOSX wB97M-V def2-TZVPD def2/J DEFGRID3
* xyz -2 2
Br 3.590 -5.468 -2.509
Br 3.378 -2.264 2.094
As -0.073 -0.854 4.230
Mn -0.774 -0.210 0.252
F -0.435 2.763 -2.076
F -4.775 1.744 -0.128
F -3.816 2.255 -1.986
F 2.604 2.208 1.620
F -3.377 -2.106 -0.087
F -5.130 -0.890 0.216
F 2.823 3.762 0.149
F -4.805 -1.875 -1.678
F 1.201 3.851 1.571
F -5.502 0.885 -1.969
F 0.935 4.253 -1.380
F -0.837 3.787 -0.228
O 0.106 1.501 0.748
O -2.574 0.417 -0.063
O 0.513 -1.640 1.018
N -0.761 -2.765 -1.061
N -0.331 0.119 -1.624
C 0.528 -3.108 -0.848
C -0.033 1.492 6.084
C -0.542 0.097 5.953
C -4.362 1.240 -1.299
C 1.456 0.213 3.689
C 1.899 2.998 0.794
C 3.153 -3.802 -0.262
C -4.167 -1.207 -0.681
C 3.864 0.203 -1.754
C 5.368 0.163 -1.656
C 1.681 3.049 6.800
C -2.947 -0.439 -4.901
C -3.332 0.060 -1.113
C -0.760 -4.089 -3.047
C 1.017 4.096 6.178
C -1.589 -0.205 -5.080
C 0.135 3.226 -0.960
C -0.175 3.842 5.510
C 3.163 -0.728 -2.505
C 0.536 -4.465 -2.841
C 1.228 -3.987 -1.708
C 2.569 -4.311 -1.384
C 1.780 -0.715 -2.518
C -1.434 0.065 3.152
C -1.381 -3.241 -2.109
C 1.149 -2.493 0.323
C -2.614 -0.162 -2.476
C 0.934 2.148 -0.110
C -1.193 -0.032 -2.656
C 1.161 1.763 6.751
C 1.746 1.194 -1.031
C -0.695 2.558 5.471
C -3.877 -0.710 -6.055
C -3.414 -0.378 -3.595
C 3.139 1.150 -1.038
C 2.453 -2.928 0.578
C -0.753 0.007 -4.006
C 1.043 0.217 -1.777
H 5.794 -0.465 -2.441
H 4.175 -4.056 -0.015
H -3.380 -0.511 -7.007
H -1.174 -0.174 -6.085
H -0.692 4.643 4.997
H 0.289 0.222 -4.195
H 1.047 -5.119 -3.536
H 3.696 -1.496 -3.058
H -1.791 -0.504 2.286
H -1.315 -4.428 -3.912
H 3.706 1.862 -0.457
H 1.241 -1.472 -3.074
H -4.481 -0.480 -3.449
H -4.771 -0.081 -6.011
H -0.176 -0.528 6.770
H 5.691 -0.247 -0.695
H 2.330 -0.053 4.287
H -2.316 0.139 3.794
H -4.218 -1.751 -6.077
H -2.414 -2.945 -2.247
H 2.617 3.230 7.316
H 1.431 5.096 6.195
H -1.131 1.058 2.822
H 1.645 -0.021 2.647
H -1.633 0.080 5.985
H 1.245 1.275 3.778
H 1.698 0.947 7.221
H -1.612 2.368 4.925
H 5.802 1.162 -1.748
*
```

Mulliken atomic charge list, values in e, 2 entries:
1. Br -0.31
2. Br -0.21

4.
Formula: C38H29BaBrINO4P2S2
Source: the Open Molecules 2025 dataset
Level of theory: wB97M-V/def2-TZVPD

Results
Kohn-Sham gap	4.190	eV

```
! RIJCOSX wB97M-V def2-TZVPD def2/J DEFGRID3
* xyz 0 1
Ba -0.800 -0.419 -0.100
I 3.184 -1.598 1.003
Br 3.433 -5.094 1.570
S -2.580 1.864 -0.843
S -0.537 -0.210 2.835
P -0.974 2.869 -0.166
P -0.033 1.678 2.392
O 2.163 -0.870 -3.406
O -1.086 -4.767 1.486
O 0.590 -0.173 -2.003
O -1.707 -2.777 0.775
N 0.282 -2.572 -0.957
C -0.977 6.692 1.224
C 0.810 -4.885 -0.775
C 6.053 -3.630 4.396
C -0.082 4.626 -3.757
C 2.627 2.571 2.419
C -0.596 5.453 0.737
C 1.251 4.290 -3.952
C 1.748 -4.754 -1.795
C 4.457 -3.903 2.630
C 3.193 1.541 4.934
C -3.262 5.960 1.300
C -2.887 4.717 0.806
C -1.460 4.647 4.829
C 1.186 -2.445 -1.931
C 1.916 1.422 4.407
C 4.193 2.167 4.200
C 1.278 -1.071 -2.441
C 0.103 -3.756 -0.391
C 5.985 -2.255 4.241
C -2.460 2.407 3.532
C -0.968 -3.720 0.672
C -0.068 3.467 -1.642
C 1.268 3.141 -1.837
C -0.738 4.218 -2.605
C 3.908 2.687 2.945
C -0.620 3.878 4.036
C -3.292 3.175 4.328
C 5.286 -4.456 3.593
C -2.311 6.945 1.508
C 1.928 3.555 -2.989
C 0.206 1.979 0.711
C -1.117 2.748 3.397
C 4.389 -2.523 2.461
C -1.553 4.461 0.525
C 5.156 -1.703 3.278
C 1.627 1.934 3.144
C -2.791 4.290 4.983
C 1.941 -3.524 -2.385
H -4.336 2.905 4.437
H 0.644 -5.854 -0.324
H -1.071 5.523 5.332
H 6.575 -1.603 4.870
H -0.367 -5.399 1.390
H 0.440 5.242 0.498
H 2.656 -3.380 -3.182
H -0.230 7.460 1.383
H 2.128 0.074 -3.639
H -2.831 1.521 3.031
H -3.441 4.887 5.612
H -3.624 3.949 0.608
H 2.977 3.316 -3.126
H 4.684 3.180 2.372
H -4.304 6.155 1.525
H 1.776 2.565 -1.072
H 5.194 2.252 4.607
H 1.131 0.923 4.962
H 2.324 -5.615 -2.107
H 3.415 1.138 5.916
H -2.607 7.912 1.898
H 5.326 -5.531 3.705
H 6.699 -4.067 5.146
H 1.764 4.610 -4.852
H -0.611 5.201 -4.507
H 0.424 4.143 3.922
H -1.778 4.476 -2.441
H 5.090 -0.629 3.161
H 2.381 2.970 1.443
*
```

Mulliken atomic charge list, values in e, 2 entries:
1. Ba 1.69
2. I 0.31

5.
Formula: C38H29CaN5O7S2Se
Source: the Open Molecules 2025 dataset
Level of theory: wB97M-V/def2-TZVPD

Results
Kohn-Sham gap	4.931	eV
ΔE to the lowest compared entry with this formula, charge and spin	0.102	eV

```
! RIJCOSX wB97M-V def2-TZVPD def2/J DEFGRID3
* xyz -2 1
Se -1.739 5.341 1.531
Ca -0.617 0.127 0.975
S 2.008 -2.711 -1.816
S -3.419 -0.338 1.607
O -3.000 0.020 0.251
O 4.333 6.970 -2.764
O 1.789 -1.344 2.178
O -4.470 0.463 2.180
O 0.122 -1.962 0.849
O -2.216 -0.472 2.453
O 3.823 6.669 -4.893
N -0.903 -0.499 -1.724
N -1.284 2.538 0.637
N 0.421 1.921 -2.216
N 0.161 1.531 2.927
N 1.631 1.084 0.697
C -3.592 -4.333 1.149
C -1.514 3.620 0.995
C 4.193 2.048 0.374
C 2.503 -4.146 1.979
C 1.297 -2.114 1.337
C 3.481 -5.701 0.463
C 1.183 3.035 -2.584
C -5.459 -6.016 0.943
C 2.389 -3.683 -0.414
C 1.604 3.279 3.652
C -0.603 1.609 -2.883
C 3.098 -4.891 -0.589
C 2.082 -3.340 0.923
C 1.274 2.255 2.770
C -5.850 -3.554 1.296
C 2.383 0.670 -0.318
C 3.423 2.446 1.455
C 1.694 3.143 -3.878
C 2.140 1.926 1.595
C -1.358 -1.746 -1.715
C 1.534 3.984 -1.621
C -2.722 -1.367 -3.639
C -4.956 -4.610 1.134
C -2.201 -0.081 -3.691
C 3.190 -5.333 1.774
C -0.382 2.799 4.876
C -1.281 0.301 -2.725
C 2.516 4.206 -4.212
C -4.034 -2.001 1.467
C -0.641 1.801 3.950
C -3.124 -3.038 1.315
C 3.677 1.127 -0.520
C 2.845 5.171 -3.263
C 3.726 6.328 -3.576
C 2.351 5.042 -1.964
C -2.275 -2.219 -2.650
C 0.765 3.554 4.717
C -5.396 -2.254 1.462
H -6.166 -6.295 1.728
H 2.278 -3.812 2.986
H -2.624 -3.240 -2.580
H 5.195 2.439 0.250
H 3.190 6.143 -5.396
H 4.023 -6.620 0.259
H 2.489 3.878 3.494
H 2.612 5.788 -1.225
H -2.483 0.612 -4.474
H 3.348 -5.169 -1.606
H -4.637 -6.731 0.960
H 3.831 3.131 2.183
H 0.997 4.363 5.398
H 3.493 -5.950 2.612
H -0.967 2.235 -3.709
H -2.879 -5.142 1.031
H -1.539 1.197 4.008
H 2.936 4.230 -5.213
H -2.057 -2.837 1.331
H -0.964 -2.373 -0.924
H -3.447 -1.697 -4.373
H 1.479 2.365 -4.599
H -6.085 -1.430 1.596
H 4.251 0.744 -1.352
H 1.951 -0.081 -0.974
H -1.084 2.989 5.676
H -6.917 -3.753 1.295
H 1.145 3.884 -0.620
H -5.975 -6.126 -0.014
*
```

Mulliken atomic charge list, values in e, 2 entries:
1. Se -0.38
2. Ca 2.25

6.
Formula: C38H29Cl3F5N8O4RuS4Se
Source: the Open Molecules 2025 dataset
Level of theory: wB97M-V/def2-TZVPD

Results
Kohn-Sham gap (alpha / beta)	5.989 / 6.011	eV
ΔE to the lowest compared entry with this formula, charge and spin	0.486	eV

```
! RIJCOSX wB97M-V def2-TZVPD def2/J DEFGRID3
* xyz 0 2
Ru -1.660 -0.157 -0.159
Se -4.830 2.895 -0.986
Cl 4.349 -0.742 -2.932
Cl 9.673 -0.412 -2.338
Cl 3.980 5.654 0.558
S -1.039 -3.119 1.860
S -3.295 -0.472 1.724
S 2.580 5.246 3.150
S -2.364 -4.805 -0.209
F -1.205 1.696 -2.301
F -0.688 0.258 -4.171
F 0.669 1.115 -1.392
F -0.780 -1.521 -2.968
F 1.085 -0.465 -3.182
O 4.092 1.213 0.954
O -0.473 0.184 2.262
O -2.939 -0.332 -1.914
O -4.951 -3.934 -2.708
N -1.294 0.485 3.235
N -2.366 -2.157 -0.276
N -3.278 -2.479 -1.276
N 2.372 -1.504 0.277
N -1.394 1.962 0.370
N 0.222 -1.262 -0.070
N -3.553 1.826 -0.416
N -3.874 4.378 -0.721
C 6.651 0.321 0.153
C 3.546 2.423 0.442
C 5.522 0.059 -0.618
C -2.900 1.113 5.378
C -6.237 -2.814 -4.317
C -0.401 2.753 0.646
C -1.280 -5.646 0.973
C -1.522 1.338 5.446
C -1.329 -4.862 2.265
C -1.570 4.812 0.074
C 6.983 -0.500 -2.472
C 7.929 0.182 -0.360
C 5.715 -0.357 -1.929
C -6.600 -1.665 -4.989
C -5.976 -0.451 -4.711
C -2.633 0.255 3.119
C -4.604 -1.560 -3.051
C -3.432 0.589 4.231
C -3.546 -1.433 -2.024
C -0.455 4.185 0.523
C 0.663 -2.374 -0.758
C 2.424 2.729 2.743
C 3.092 3.257 1.597
C 8.080 -0.229 -1.674
C -0.562 0.600 -1.784
C 4.146 0.168 -0.005
C -2.546 2.584 -0.080
C -2.700 3.992 -0.250
C -5.244 -2.778 -3.337
C 3.241 4.606 1.702
C 1.280 -0.776 0.540
C -1.932 -3.196 0.348
C -0.243 -0.297 -3.041
C -4.984 -0.415 -3.753
C 1.994 -2.533 -0.550
C 2.093 3.682 3.651
C -0.761 1.018 4.358
C 3.703 -1.130 0.702
H 2.697 -3.253 -0.926
H -1.651 -6.663 1.099
H 3.689 -0.939 1.776
H 2.215 1.679 2.868
H 4.285 2.969 -0.155
H 0.005 -2.973 -1.356
H -0.265 -5.676 0.574
H 0.433 4.746 0.783
H 3.413 0.365 -0.794
H -1.049 1.749 6.325
H -6.712 -3.762 -4.524
H -3.539 1.348 6.218
H -4.306 -3.725 -1.998
H -7.378 -1.713 -5.740
H -4.492 0.408 4.136
H 1.290 0.093 1.170
H 8.798 0.390 0.246
H 4.383 -1.958 0.508
H 1.588 3.557 4.593
H 7.108 -0.816 -3.496
H -6.258 0.447 -5.241
H 6.514 0.660 1.171
H 2.696 2.187 -0.213
H 0.504 2.279 1.000
H -1.613 5.883 -0.061
H -2.303 -4.965 2.746
H -0.549 -5.171 2.960
H 0.309 1.149 4.304
H -4.454 0.503 -3.532
*
```

Mulliken atomic charge list, values in e, 2 entries:
1. Ru 0.35
2. Se 0.24